Entry from the OMol25 dataset: a 2-piece molecular cluster, C5H10O3 overall at a distorted geometry (wB97M-V/def2-TZVPD).

Last column: Mulliken charge in e.
Cartesian coordinates (Å):
C: -0.76929 1.67799 -1.24486  -0.98
C: 0.36784 0.55451 -1.08074  0.45
C: 0.37887 -0.37891 0.19438  -0.09
C: -0.47490 -0.02055 1.44261  -0.57
C: -0.79053 -1.17081 0.69554  0.22
H: -0.42793 2.36078 -2.18264  0.31
H: -1.15025 1.98517 -0.16560  0.19
H: -1.60671 1.17326 -1.81735  0.30
H: 0.26911 -0.28286 -1.93238  0.23
H: 1.97438 0.80613 0.59358  0.41
H: 1.89939 -1.54077 -0.07036  0.29
H: 0.12142 -0.32477 2.35691  0.28
H: -1.03504 0.90068 1.27980  0.11
H: -1.73771 -1.03704 0.09453  0.28
H: 0.48371 -2.58495 0.91571  0.38
O: 1.62945 1.15936 -0.71376  -0.69
O: 1.48425 -0.95594 0.52506  -0.58
O: -0.61607 -2.32127 1.10957  -0.56

The largest force on an atom is 10.980 eV/Å. As for the HOMO energy: -0.3322 hartree. As for the energy above the lowest of the compared OMol25 structures with the same formula, charge and spin: 769.3 kJ/mol. For the frontier orbital gap, the calculation gives 9.26 eV.

Entry from the OMol25 dataset: C5H4N2O2 in the gas phase at a distorted geometry (wB97M-V/def2-TZVPD).

Last column: Mulliken charge in e.
Cartesian coordinates (Å):
C: -1.26719 0.06628 0.05719  0.58
C: -1.19386 1.45266 0.00639  -0.41
C: 0.81553 0.82217 -0.02264  0.06
C: 2.08923 0.03296 -0.07145  0.45
C: 1.11219 -1.27881 0.01264  -0.47
H: -3.08800 -0.49066 -0.07059  0.33
H: -2.02921 2.16469 0.01090  0.39
H: 1.22387 -1.91440 -0.85693  0.27
H: 1.21284 -1.88954 0.90759  0.27
N: 0.07722 1.91401 -0.00223  -0.66
N: 0.03922 -0.28284 0.03157  0.21
O: -2.24331 -0.90472 -0.02793  -0.49
O: 3.25146 0.30822 0.02549  -0.52

The largest force on an atom is 1.943 eV/Å. As for the HOMO energy: -0.3254 hartree. As for the energy above the lowest of the compared OMol25 structures with the same formula, charge and spin: 216.2 kJ/mol. For the frontier orbital gap, the calculation gives 9.20 eV.

Entry from the OMol25 dataset: a 2-piece molecular cluster, C4H8O2 overall at a distorted geometry (wB97M-V/def2-TZVPD).

Last column: Mulliken charge in e.
Cartesian coordinates (Å):
O: -1.80965 -0.46909 0.48849  -0.73
C: 0.30854 0.41301 0.88058  -0.46
C: 0.85229 -0.77860 0.58877  -0.57
C: 0.94102 -0.50618 -0.90478  -0.64
C: 0.38455 0.91749 -0.53872  0.12
O: -0.71959 1.45239 -1.19274  -0.58
H: -2.19752 -0.36478 1.36586  0.32
H: -0.04972 0.90703 1.78148  0.43
H: 1.24694 -1.56094 1.22687  0.41
H: -0.95945 -0.97075 0.60547  0.41
H: 1.96756 -0.51653 -1.27996  0.28
H: 0.30013 -1.06430 -1.60246  0.26
H: 1.18642 1.65827 -0.57086  0.37
H: -1.49077 0.96951 -0.85106  0.39

The largest force on an atom is 1.460 eV/Å. As for the HOMO energy: -0.3450 hartree. As for the energy above the lowest of the compared OMol25 structures with the same formula, charge and spin: 294.8 kJ/mol. For the frontier orbital gap, the calculation gives 10.21 eV.

Entry from the OMol25 dataset: C35H43ClP2RhSi2 as an isolated structure at a distorted geometry (wB97M-V/def2-TZVPD).

Last column: Löwdin spin population.
Cartesian coordinates (Å):
C: 0.10666 1.71793 -1.06333  0.10
C: 1.02257 1.12694 -2.00911  0.16
C: 0.29655 0.19857 -2.81391  0.11
H: 2.08131 1.35820 -2.10120  0.01
C: -1.09302 0.26237 -2.42868  0.16
C: -1.21710 1.20715 -1.35111  0.08
H: -2.13590 1.48628 -0.85142  0.00
H: 0.35377 2.44178 -0.29943  0.00
H: 0.71569 -0.45153 -3.58284  0.01
H: -1.91156 -0.31592 -2.84476  0.01
Rh: 0.03542 -0.38712 -0.57265  1.83
Si: 1.79056 -4.78492 -0.59340  0.02
C: 3.23136 -4.20180 -1.85544  0.00
C: 4.19731 -5.18376 -2.07929  0.00
H: 3.99390 -6.21252 -1.76343  0.00
C: 5.42779 -4.88028 -2.68158  0.00
H: 6.22249 -5.63092 -2.70334  0.00
C: 5.62829 -3.62176 -3.26640  0.00
H: 6.57488 -3.38613 -3.76970  0.00
C: 4.60186 -2.67465 -3.18983  0.00
H: 4.70138 -1.71535 -3.70828  0.00
C: 3.45999 -2.92808 -2.40537  0.00
H: 2.77814 -2.08873 -2.22377  0.00
C: 0.31590 -4.14645 -1.77484  0.09
C: 0.30993 -3.11422 -2.77530  0.18
H: 1.21023 -2.62077 -3.17637  0.01
C: -0.93955 -2.84435 -3.47913  0.13
H: -0.90620 -2.26237 -4.40347  0.00
C: -2.15984 -2.91131 -2.67550  0.11
H: -2.96854 -2.20429 -2.87011  0.01
C: -2.19588 -3.93975 -1.76567  0.07
H: -3.06593 -4.19779 -1.14757  0.00
C: -1.00767 -4.76988 -1.70585  0.15
H: -1.12733 -5.77141 -1.28167  0.00
H: 1.83998 -3.55317 0.22157  0.01
Si: -0.61471 -4.69992 -3.60003  0.13
C: -1.93253 -5.78046 -4.45723  0.09
C: -1.71961 -6.06513 -5.81449  0.01
H: -0.88920 -5.59794 -6.34677  0.00
C: -2.51163 -7.00028 -6.48864  0.01
H: -2.29387 -7.25969 -7.53301  0.00
C: -3.55534 -7.63104 -5.79584  0.00
H: -4.14660 -8.39004 -6.30466  0.00
C: -3.82329 -7.29720 -4.46555  0.01
H: -4.63969 -7.78291 -3.93180  0.00
C: -3.00860 -6.37448 -3.80155  0.01
H: -3.20614 -6.18266 -2.75190  0.00
C: 0.94064 -5.58248 -4.30685  0.00
C: 1.64047 -4.84061 -5.25495  0.00
H: 1.25460 -3.87620 -5.62652  0.00
C: 2.85348 -5.34023 -5.75067  0.00
H: 3.38857 -4.78977 -6.53187  0.00
C: 3.37314 -6.52974 -5.21499  0.00
H: 4.36733 -6.87025 -5.51802  0.00
C: 2.65967 -7.25502 -4.25031  0.00
H: 3.07783 -8.16828 -3.82303  0.00
C: 1.41064 -6.79522 -3.81495  0.00
H: 0.83793 -7.38205 -3.09228  0.00
H: 2.70721 -5.68125 0.07530  0.00
Cl: 0.29046 -5.75285 0.74139  0.00
C: 3.58992 -0.89133 0.08896  0.04
P: 1.94801 -0.49774 0.72503  0.16
C: 2.24997 1.10937 1.53690  0.01
C: 1.70872 -1.69863 2.10333  0.02
C: 0.26261 -1.80582 2.55458  0.01
P: -0.92610 -0.96174 1.40660  0.14
C: -2.31051 -2.11412 1.26510  0.06
C: -1.43764 0.58123 2.22063  0.01
H: 3.75411 -0.37681 -0.86375  0.00
H: 3.68675 -1.96921 -0.06827  0.00
H: 4.35194 -0.56364 0.80960  0.01
H: 3.07290 0.98112 2.25392  0.00
H: 2.55836 1.83103 0.77351  0.00
H: 1.37662 1.50382 2.06273  0.00
H: 2.07660 -2.68675 1.79592  0.00
H: 2.37069 -1.37457 2.91422  0.00
H: -0.03423 -2.86537 2.61366  0.00
H: 0.12058 -1.37336 3.55421  0.00
H: -2.41801 -2.67879 2.20320  0.01
H: -3.23671 -1.55941 1.07553  0.00
H: -2.13312 -2.81720 0.43916  0.01
H: -0.78497 1.42479 1.96817  0.00
H: -2.45039 0.82587 1.88199  0.00
H: -1.43889 0.45086 3.30892  0.00

The total charge is +1. The largest force on an atom is 5.351 eV/Å. As for the HOMO energy (alpha / beta): -0.3112 / -0.3923 hartree. Its multiplicity is 5. As for the energy above the lowest of the compared OMol25 structures with the same formula, charge and spin: 369.4 kJ/mol. For the frontier orbital gap (alpha / beta), the calculation gives 5.88 / 5.70 eV.

Entry from the OMol25 dataset: a 2-piece molecular cluster, C6H5N3 overall at a distorted geometry (wB97M-V/def2-TZVPD).

Last column: Mulliken charge in e.
Cartesian coordinates (Å):
C: -1.20346 -1.63715 -0.10085  0.60
C: -2.56411 0.25960 0.24299  0.51
C: 2.22428 1.73042 -0.26727  -0.78
C: 1.06050 1.03774 -0.05228  -0.06
C: 1.16877 -0.19768 0.58436  0.58
C: -1.68931 -0.50215 -0.48310  -0.99
N: -1.03388 -2.75938 0.26423  -0.45
N: -3.33111 0.99718 0.78371  -0.48
N: 1.16595 -1.17750 1.18218  -0.49
H: 2.25893 2.68454 -0.83666  0.27
H: 3.18966 1.25687 -0.16673  0.28
H: 0.15281 1.39007 -0.50945  0.20
H: -1.26001 0.07230 -1.31123  0.43
H: -0.13902 -3.15485 0.67010  0.37

The largest force on an atom is 6.766 eV/Å. As for the HOMO energy: -0.3406 hartree. As for the energy above the lowest of the compared OMol25 structures with the same formula, charge and spin: 347.3 kJ/mol. For the frontier orbital gap, the calculation gives 8.96 eV.

Entry from the OMol25 dataset: an isolated ion of composition C4H7INO and charge +1 at a distorted geometry (wB97M-V/def2-TZVPD).

Last column: Mulliken charge in e.
Cartesian coordinates (Å):
C: 1.14045 -1.05387 -0.91743  -0.54
C: 2.14669 0.22756 -1.45810  -0.05
C: 1.35379 0.60368 0.58917  -0.37
C: -0.70264 0.26386 -0.66077  -0.67
N: 0.41503 -0.37950 0.07470  0.03
O: 2.09501 1.07995 -0.47397  -0.25
I: 3.24709 0.49415 -3.08522  0.40
H: 0.69243 -1.48227 -1.74789  0.37
H: 0.84570 1.19651 1.25002  0.49
H: 2.19872 0.19524 1.36569  0.29
H: -0.21032 0.77955 -1.47009  0.34
H: -1.47101 -0.49638 -1.03256  0.33
H: -1.26495 1.03083 0.02375  0.32
H: 0.13342 -1.00583 0.81023  0.31

The total charge is +1. The largest force on an atom is 8.527 eV/Å. As for the HOMO energy (alpha / beta): -0.4673 / -0.4672 hartree. As for the energy above the lowest of the compared OMol25 structures with the same formula, charge and spin: 385.1 kJ/mol. For the frontier orbital gap (alpha / beta), the calculation gives 8.35 / 8.35 eV.

Entry from the OMol25 dataset: C24H65F12MgN7O18S4 as an isolated structure at a distorted geometry (wB97M-V/def2-TZVPD).

Last column: Mulliken charge in e.
Cartesian coordinates (Å):
Mg: -2.81287 1.20583 -2.42836  1.45
C: 0.32492 2.73472 -1.27524  0.37
F: -0.32363 3.89285 -1.20832  -0.19
F: 0.45610 2.39125 -2.56339  -0.26
F: 1.52999 2.85696 -0.74233  -0.12
S: -0.59763 1.42730 -0.28233  0.03
O: 0.34375 0.81143 0.56795  -0.07
O: -1.65794 2.13700 0.36846  -0.19
N: -1.29095 0.51969 -1.47361  0.16
S: -0.56428 -0.91234 -1.67622  0.11
O: -1.18229 -1.52440 -2.80892  -0.59
O: 0.85422 -0.80404 -1.68817  -0.32
C: -1.16480 -1.94685 -0.20706  0.34
F: -1.35909 -3.21533 -0.55796  -0.20
F: -0.26018 -1.91998 0.75631  -0.02
F: -2.32158 -1.43936 0.21131  -0.14
C: -6.65982 1.80675 -3.17375  0.64
F: -6.61484 1.03105 -2.09247  -0.21
F: -7.77832 1.59394 -3.83907  -0.23
F: -6.57248 3.07157 -2.78418  -0.21
S: -5.22064 1.40800 -4.34274  1.14
O: -5.77405 0.84536 -5.51584  -0.63
O: -4.49569 2.64313 -4.44635  -0.71
N: -4.22773 0.37063 -3.50691  -0.34
S: -4.71637 -1.16718 -3.49924  0.73
O: -4.03353 -1.81064 -2.41186  -0.47
O: -6.11430 -1.36776 -3.59435  -0.57
C: -3.98072 -1.87630 -5.07960  0.64
F: -2.88270 -2.59206 -4.90712  -0.10
F: -4.90035 -2.61255 -5.68809  -0.23
F: -3.67464 -0.86020 -5.90684  -0.23
O: -5.97663 -0.69516 0.21658  -0.63
H: -6.51150 -1.49265 0.14587  0.30
H: -5.14968 -1.01678 0.60089  0.30
O: -4.04600 1.06282 -0.71328  0.27
H: -3.93546 1.69284 0.01027  0.08
H: -4.80723 0.49907 -0.47890  0.03
O: -1.69828 1.63613 -4.11163  -0.21
H: -1.07707 2.36495 -4.22316  0.14
H: -2.00807 1.41347 -4.99952  0.21
O: 2.75894 4.00667 -4.03060  -0.61
H: 2.47136 3.11742 -4.25796  0.30
H: 3.69552 3.91267 -3.83148  0.31
O: -2.71619 2.50321 3.68100  -0.68
H: -3.27263 2.19088 2.96234  0.33
H: -1.93855 2.88459 3.24916  0.26
C: 3.58613 -5.09809 -1.08213  -1.35
C: 2.29801 -4.86571 -0.27853  0.06
C: 2.48827 -3.68848 0.68619  0.28
O: 3.51430 -4.01480 1.60052  -0.44
C: 3.90337 -2.93736 2.40375  -0.44
N: 1.16340 -4.72387 -1.18194  -0.28
H: 4.06819 -4.16204 -1.37983  0.10
H: 3.36992 -5.66879 -1.98553  0.40
H: 4.30404 -5.69105 -0.51491  0.35
H: 2.13752 -5.75593 0.33642  0.42
H: 1.53747 -3.51651 1.21119  0.28
H: 2.67782 -2.80148 0.06347  -0.24
H: 4.41665 -3.31124 3.29344  0.39
H: 3.05865 -2.34329 2.77645  0.11
H: 4.60633 -2.26494 1.90175  0.16
H: 1.06914 -3.79224 -1.58005  -0.14
H: 0.28818 -4.88416 -0.69933  0.31
C: -0.43192 -4.69352 -4.26544  -0.96
C: 0.63558 -4.99415 -5.28897  0.57
C: 2.05877 -4.58736 -4.89440  -0.20
O: 2.09343 -3.17310 -4.88962  -0.27
C: 3.34090 -2.66265 -4.50061  -0.58
N: 0.53813 -6.41085 -5.66434  -0.76
H: -0.54734 -3.68121 -3.88291  -0.06
H: -0.50432 -5.36037 -3.40107  0.30
H: -1.38549 -4.89078 -4.77467  0.35
H: 0.36442 -4.45750 -6.20203  0.24
H: 2.68441 -4.93094 -5.73269  0.37
H: 2.36811 -5.01966 -3.93985  -0.12
H: 3.50866 -2.66009 -3.41775  0.06
H: 3.40946 -1.62937 -4.84645  0.22
H: 4.13446 -3.22360 -5.01217  0.40
H: 1.16956 -6.63904 -6.42192  0.27
H: 0.75428 -7.01271 -4.87732  0.24
C: 3.38062 2.42141 2.31150  -0.81
C: 4.51742 1.41091 2.44760  1.04
C: 4.97342 0.86643 1.11675  -1.27
O: 3.82337 0.46056 0.42079  0.21
C: 4.07200 -0.26677 -0.76996  -0.38
N: 5.64261 1.94440 3.20953  -0.80
H: 2.56347 1.97394 1.75539  -0.13
H: 3.73608 3.28956 1.74458  0.16
H: 3.13796 2.75982 3.31990  0.41
H: 4.03287 0.54481 2.93597  -0.08
H: 5.72569 0.07099 1.24002  0.46
H: 5.48946 1.62104 0.49573  0.32
H: 4.70152 0.31931 -1.44509  0.39
H: 3.07018 -0.37126 -1.18887  -0.30
H: 4.45311 -1.25671 -0.50687  0.32
H: 5.34365 2.06567 4.17619  0.31
H: 6.36753 1.23961 3.33465  0.30
C: -2.54387 6.95186 2.13492  -1.76
C: -1.95914 5.84135 1.28672  0.43
C: -0.60793 5.35171 1.76196  -0.17
O: -0.68681 4.70987 3.00785  -0.50
C: 0.52750 4.12318 3.37533  -0.39
N: -2.94591 4.73459 1.20842  -0.42
H: -3.47603 7.34559 1.73564  0.40
H: -1.83861 7.78528 2.20072  0.42
H: -2.69754 6.59955 3.15885  0.39
H: -1.83018 6.30344 0.30010  0.24
H: 0.12919 6.16741 1.75881  0.61
H: -0.23644 4.62554 1.02399  -0.14
H: 0.84404 3.35326 2.65879  -0.11
H: 0.44708 3.63229 4.34614  0.20
H: 1.35459 4.83880 3.47565  0.47
H: -2.47608 3.85744 1.39664  -0.25
H: -3.52551 4.84363 2.03774  0.38
C: 0.31064 0.03400 4.20807  -1.04
C: -0.40376 -0.03490 5.55139  0.54
C: 0.19426 0.91983 6.58725  -0.30
O: -0.59915 0.96959 7.74256  -0.39
C: -0.17556 0.04956 8.72421  -0.64
N: -1.83643 0.15224 5.34156  -0.63
H: -0.22358 -0.47862 3.41008  0.27
H: 1.34157 -0.32410 4.26617  0.41
H: 0.38077 1.07380 3.84948  -0.16
H: -0.29923 -1.07834 5.88244  0.28
H: 0.19446 1.91365 6.12307  -0.08
H: 1.24864 0.67363 6.76830  0.41
H: -0.81859 0.10289 9.59788  0.27
H: 0.83770 0.29136 9.07510  0.28
H: -0.15456 -0.95895 8.29818  0.28
H: -2.32419 0.23828 6.22815  0.33
H: -1.97696 1.06587 4.89807  0.21

The largest force on an atom is 3.315 eV/Å. As for the HOMO energy: -0.3267 hartree. As for the energy above the lowest of the compared OMol25 structures with the same formula, charge and spin: 8.5 kJ/mol. For the frontier orbital gap, the calculation gives 8.33 eV.

Entry from the OMol25 dataset: C12H27BrCl8InO as an isolated structure (wB97M-V/def2-TZVPD).

Last column: Mulliken charge in e.
Cartesian coordinates (Å):
C: -2.53794 4.74434 1.51586  -1.56
C: -2.07556 3.37989 2.04324  1.44
C: -0.71743 3.56030 2.75317  -1.33
C: -3.14290 2.76221 2.96336  -1.98
C: -3.39698 1.25045 2.80973  0.76
C: -3.59494 0.81825 1.35011  -1.32
C: -2.31104 0.41367 3.54874  -0.23
O: -2.00292 -0.78388 2.89970  -0.72
In: 0.00256 -1.27373 2.91291  0.89
C: 0.34179 -3.29381 2.17728  -1.08
Br: 1.27427 0.29692 1.22094  -0.58
H: -2.44141 5.49437 2.30368  0.39
H: -1.92168 5.04070 0.66996  0.15
H: -3.58784 4.71905 1.22134  0.41
H: -1.90356 2.75683 1.16624  0.32
H: 0.10855 3.32268 2.08433  0.14
H: -0.57971 4.60007 3.05913  0.34
H: -0.61486 2.92694 3.62799  0.35
H: -2.82946 2.94543 3.99731  0.45
H: -4.09890 3.27904 2.84721  0.45
H: -4.34209 1.06317 3.32594  0.42
H: -3.67581 1.68974 0.69574  0.32
H: -4.52579 0.26730 1.22751  0.29
H: -2.76499 0.21330 1.00053  0.27
H: -1.43534 1.05220 3.71254  -0.09
H: -2.69721 0.19298 4.55617  0.21
H: 0.63960 -0.99795 4.52785  -0.34
H: 0.86678 -3.29064 1.22273  0.14
H: -0.58430 -3.85286 2.03949  0.29
H: 0.96161 -3.85098 2.88064  0.26
C: 3.80307 -2.50753 -0.18333  0.09
Cl: 3.75449 -3.06934 -1.86981  -0.19
Cl: 3.75731 -3.84301 0.96668  -0.16
H: 4.72511 -1.95912 -0.04149  0.30
H: 2.94028 -1.87167 -0.00470  -0.10
C: 1.26396 5.78765 -0.77886  -0.32
Cl: 0.10422 4.46981 -0.93779  -0.11
Cl: 1.10154 6.65104 0.75778  -0.15
H: 2.26197 5.37056 -0.83015  0.27
H: 1.09412 6.49359 -1.58222  0.30
C: 3.69210 -5.59359 -4.77628  0.26
Cl: 4.08251 -7.28886 -4.47302  -0.16
Cl: 4.66447 -4.91514 -6.09591  -0.19
H: 2.64890 -5.52712 -5.05768  0.19
H: 3.89755 -5.02416 -3.87948  -0.08
C: 2.09063 -5.36291 -8.77453  0.01
Cl: 1.21972 -6.31014 -7.56147  -0.15
Cl: 1.23112 -3.88311 -9.21742  -0.16
H: 3.05243 -5.09094 -8.35900  0.03
H: 2.20198 -5.97198 -9.66268  0.27

The total charge is -1. The largest force on an atom is 0.648 eV/Å. As for the HOMO energy: -0.1993 hartree. For the frontier orbital gap, the calculation gives 7.38 eV.